Entry from the Open Molecules 2025 dataset: 2 unconnected molecules or ions with the total composition C3H6N2OS at a distorted geometry (ωB97M-V/def2-TZVPD).

Structure (XYZ):
```
13
Properties=species:S:1:pos:R:3
C 2.528 0.742 1.425
C -0.934 -0.657 -2.375
C 0.035 0.338 0.911
N 3.137 0.118 2.205
N -1.071 0.674 0.286
O -0.094 -0.367 2.022
S 1.330 1.565 0.644
H -0.680 0.036 -3.069
H -1.553 -1.511 -2.680
H -0.299 -0.854 -1.570
H -1.865 0.239 0.698
H -1.319 0.499 -0.817
H 0.783 -0.822 2.319
```

Results
HOMO-LUMO gap (alpha / beta)   0.3472 / 0.2163 Ha
Charge   0
2S+1   1
DFT total energy   -19066.112 eV
F_max   3.9 eV Å⁻¹